Computed, not measured: a 2-piece molecular cluster, CH4N2O2S overall, with ωB97M-V with the def2-TZVPD basis set.

Cartesian coordinates (Å):
C  1.4567  -0.1462  0.4284
N  -2.6276  -0.0320  0.2502
N  -1.0122  -0.6044  -0.6230
O  -3.4213  -0.8478  0.2232
O  -0.1177  1.8302  -0.0134
S  0.0268  0.4860  -0.5236
H  2.3375  0.4461  0.6975
H  1.0470  -0.3419  1.3430
H  1.7127  -1.0594  -0.0468
H  0.5980  0.2693  -1.7355

Force components x, y, z for each atom (eV/Å):
0.290 0.787 -1.418
0.310 -1.714 -0.705
-2.952 0.381 1.067
1.789 1.308 -0.150
-0.715 0.292 -0.795
2.471 -0.775 1.137
-0.289 0.503 -0.971
-1.402 -0.895 2.512
0.424 -0.906 -0.338
0.073 1.020 -0.338

Values from the calculation:
HOMO (alpha / beta), eV: -9.27 / -9.28
Energy relative to the best compared isomer or geometry (same formula, charge and spin), kcal per mole: 135.8
Charge: 0
Orbital gap (alpha / beta), Ha: 0.3094 / 0.3095